(1)
{"formula": "C7H9F3Se", "method": "ωB97M-V with the def2-TZVPD basis set", "relative_energy_kj_mol": 58.6, "gap_ha": [0.2572, 0.2577], "homo_ha": [-0.233, -0.340], "spin_multiplicity": 3, "lumo_energy_ev": [0.67, -2.25], "species": ["C", "C", "C", "C", "C", "C", "C", "F", "F", "F", "Se", "H", "H", "H", "H", "H", "H", "H", "H", "H"], "positions_angstrom": [[0.58, -0.46, -0.14], [1.06, 0.51, 0.64], [0.47, 1.86, 0.71], [-0.80, -0.37, -0.73], [2.32, 0.31, 1.39], [-0.99, -0.70, -2.19], [-1.88, -0.91, 0.26], [-1.63, -0.47, 1.47], [-3.15, -0.54, -0.03], [-1.91, -2.26, 0.32], [-1.13, 2.03, -0.45], [1.14, -1.44, -0.24], [0.04, 2.05, 1.65], [1.09, 2.54, 0.34], [3.08, 1.11, 1.42], [2.77, -0.64, 0.95], [2.06, 0.06, 2.53], [-0.67, -1.68, -2.26], [-0.39, -0.19, -2.95], [-2.05, -0.82, -2.71]]}

(2)
{"formula": "CH5N2O", "method": "ωB97M-V with the def2-TZVPD basis set", "relative_energy_kj_mol": 405.2, "gap_ha": 0.4026, "smiles": "[NH3+][C@@H]1NO1", "total_charge": 1, "homo_ha": -0.563, "lumo_energy_ev": -4.35, "species": ["C", "N", "N", "O", "H", "H", "H", "H", "H"], "positions_angstrom": [[0.49, -0.19, 0.44], [1.37, 0.87, 0.31], [-0.96, -0.26, -0.13], [1.39, -0.32, -0.61], [0.53, -0.90, 1.21], [1.28, 1.77, -0.18], [-0.83, -0.81, -0.94], [-1.56, 0.62, -0.49], [-1.70, -0.78, 0.41]]}